{"formula": "C4H23N2O8", "method": "the ωB97M-V functional and the def2-TZVPD basis", "charge": 1, "homo_ev": -12.679, "homo_lumo_gap_ev": 10.1, "species": ["C", "C", "C", "N", "C", "N", "H", "H", "H", "H", "H", "H", "H", "H", "H", "O", "H", "H", "O", "H", "H", "O", "H", "H", "O", "H", "H", "O", "H", "H", "O", "H", "H", "O", "H", "H", "O"], "xyz": [[0.82, 3.17, -2.15], [0.94, 1.79, -1.53], [1.36, 0.56, -1.89], [1.59, -0.20, -0.71], [1.44, 0.60, 0.32], [1.05, 1.82, -0.09], [-0.10, 3.60, -1.65], [0.70, 3.19, -3.21], [1.74, 3.75, -2.02], [1.45, 0.18, -2.89], [1.55, -1.24, -0.81], [1.72, 0.34, 1.37], [0.56, 2.55, 0.42], [2.18, -3.18, -1.90], [0.79, -3.21, -1.20], [1.42, -2.65, -1.65], [-1.29, 4.07, 0.27], [-1.77, 2.73, 0.70], [-1.10, 3.44, 0.98], [-1.70, -1.42, 1.57], [-2.83, -2.33, 1.10], [-1.87, -2.28, 1.07], [-2.33, 1.73, -1.40], [-2.20, 0.68, -0.25], [-1.91, 1.55, -0.54], [-2.59, -1.85, -2.23], [-1.83, -1.82, -0.88], [-2.01, -1.31, -1.68], [1.28, -4.29, 1.49], [0.12, -3.26, 1.36], [1.08, -3.36, 1.33], [2.83, -1.19, 3.38], [1.69, -1.78, 2.49], [1.95, -1.01, 3.02], [-0.84, 0.15, 2.75], [-2.28, 0.35, 2.85], [-1.62, 0.10, 2.17]], "nbo_charge": [-0.649, 0.158, -0.066, -0.501, 0.259, -0.504, 0.220, 0.245, 0.249, 0.246, 0.480, 0.273, 0.477, 0.501, 0.502, -0.944, 0.466, 0.506, -0.971, 0.501, 0.485, -1.017, 0.496, 0.506, -0.971, 0.479, 0.489, -0.980, 0.493, 0.502, -0.987, 0.490, 0.498, -0.982, 0.500, 0.499, -0.948]}

=====

{"formula": "C36H59CoGeO6PS3Si", "method": "the ωB97M-V functional and the def2-TZVPD basis", "spin_multiplicity": 6, "homo_ev": [-7.137, -8.053], "homo_lumo_gap_ev": [7.7, 6.0], "species": ["Co", "C", "C", "C", "C", "O", "Si", "S", "O", "C", "C", "C", "C", "O", "C", "C", "C", "C", "H", "H", "H", "H", "H", "H", "H", "H", "H", "H", "H", "H", "H", "H", "H", "H", "H", "H", "H", "H", "H", "H", "H", "H", "H", "H", "H", "C", "O", "H", "H", "H", "C", "Ge", "C", "C", "C", "C", "C", "C", "C", "C", "C", "C", "C", "C", "C", "C", "C", "C", "H", "H", "H", "H", "H", "H", "H", "H", "H", "H", "H", "H", "H", "H", "H", "C", "C", "C", "O", "P", "S", "S", "O", "C", "C", "C", "H", "H", "H", "H", "H", "H", "H", "H", "H", "H", "H", "H", "H", "H"], "xyz": [[-0.16, 0.55, -0.53], [-2.75, -1.44, -1.76], [-2.31, -2.09, -0.46], [-3.50, -2.38, 0.44], [-1.52, -3.36, -0.73], [-1.42, -1.12, 0.21], [-0.96, -1.05, 1.82], [0.41, 0.53, 1.67], [-2.18, -0.84, 2.87], [-3.03, 0.22, 3.33], [-4.20, -0.46, 4.01], [-3.49, 1.06, 2.16], [-2.24, 1.06, 4.33], [-0.39, -2.54, 2.18], [-0.20, -3.17, 3.47], [0.36, -2.17, 4.47], [-1.54, -3.74, 3.93], [0.79, -4.30, 3.25], [-3.34, -2.15, -2.34], [-1.88, -1.16, -2.36], [-3.35, -0.55, -1.57], [-4.17, -3.08, -0.08], [-4.06, -1.47, 0.65], [-3.19, -2.84, 1.38], [-2.17, -4.11, -1.18], [-1.11, -3.77, 0.20], [-0.70, -3.17, -1.43], [-4.74, -1.08, 3.30], [-4.89, 0.28, 4.42], [-3.86, -1.09, 4.83], [-4.04, 0.46, 1.43], [-2.64, 1.52, 1.65], [-4.15, 1.86, 2.51], [-1.94, 0.46, 5.19], [-2.85, 1.89, 4.70], [-1.35, 1.48, 3.86], [-0.38, -1.40, 4.71], [1.25, -1.69, 4.07], [0.62, -2.68, 5.40], [-2.30, -2.95, 3.96], [-1.44, -4.17, 4.92], [-1.87, -4.52, 3.24], [1.78, -3.92, 3.00], [0.45, -4.95, 2.44], [0.87, -4.90, 4.16], [1.84, 1.84, -2.54], [1.03, 1.08, -1.69], [1.55, 2.89, -2.51], [1.75, 1.48, -3.56], [2.88, 1.75, -2.23], [2.07, -3.16, 0.07], [1.91, -1.79, -1.32], [1.37, -2.69, -2.98], [0.49, -2.12, -3.89], [0.11, -2.79, -5.04], [0.61, -4.06, -5.30], [1.49, -4.65, -4.40], [1.86, -3.97, -3.25], [3.67, -0.94, -1.39], [4.24, -0.73, -0.16], [5.49, -0.09, 0.00], [6.17, 0.35, -1.10], [5.63, 0.16, -2.40], [6.33, 0.62, -3.54], [5.82, 0.45, -4.79], [4.58, -0.20, -4.96], [3.88, -0.65, -3.87], [4.38, -0.48, -2.55], [3.05, -3.63, -0.03], [1.29, -3.90, -0.04], [1.98, -2.71, 1.06], [0.10, -1.12, -3.71], [-0.58, -2.33, -5.74], [0.31, -4.59, -6.19], [1.88, -5.64, -4.59], [2.55, -4.45, -2.55], [3.71, -1.05, 0.74], [5.89, 0.06, 0.99], [7.13, 0.84, -1.00], [7.29, 1.11, -3.40], [6.37, 0.80, -5.66], [4.17, -0.34, -5.95], [2.93, -1.14, -4.02], [0.02, 4.97, -2.26], [0.11, 5.05, -0.75], [1.21, 4.21, -0.13], [-1.12, 4.67, -0.07], [-2.41, 3.87, -0.54], [-3.47, 4.64, -1.94], [-1.97, 1.93, -1.11], [-3.14, 3.75, 0.85], [-3.10, 4.67, 1.98], [-3.50, 6.07, 1.55], [-1.78, 4.62, 2.72], [0.98, 5.26, -2.68], [-0.75, 5.64, -2.64], [-0.22, 3.96, -2.60], [0.25, 6.09, -0.46], [1.03, 3.15, -0.29], [1.25, 4.38, 0.95], [2.18, 4.48, -0.56], [-3.88, 4.26, 2.62], [-2.77, 6.48, 0.86], [-3.55, 6.71, 2.43], [-4.47, 6.06, 1.06], [-1.06, 5.32, 2.31], [-1.34, 3.62, 2.69], [-1.95, 4.88, 3.77]], "mulliken_spin": [3.025, 0.020, -0.003, 0.010, 0.032, 0.207, -0.096, 0.279, -0.011, 0.006, -0.001, -0.001, -0.001, -0.058, -0.009, 0.015, 0.000, 0.000, 0.001, 0.003, 0.001, 0.001, -0.001, -0.002, 0.003, -0.002, 0.001, 0.000, 0.000, 0.000, 0.000, -0.009, -0.001, -0.001, 0.000, 0.004, -0.004, -0.003, 0.000, 0.000, 0.000, 0.000, 0.001, 0.000, 0.000, -0.039, 0.378, 0.027, 0.021, 0.030, 0.194, 0.340, 0.149, 0.080, 0.005, 0.003, 0.003, -0.032, 0.069, 0.008, -0.023, 0.039, -0.013, 0.007, -0.007, 0.011, 0.012, -0.066, 0.019, 0.006, -0.051, -0.014, 0.000, 0.000, 0.000, -0.003, 0.005, -0.001, 0.002, 0.000, 0.000, 0.001, -0.019, 0.002, -0.002, 0.016, 0.003, 0.002, 0.073, 0.376, -0.002, 0.000, 0.002, -0.003, -0.001, 0.000, 0.002, 0.000, -0.015, -0.001, 0.000, 0.000, -0.001, 0.000, 0.000, 0.000, 0.001, 0.000]}

=====

{"formula": "C6H11NO", "method": "the ωB97M-V functional and the def2-TZVPD basis", "homo_ev": -8.323, "homo_lumo_gap_ev": 9.2, "smiles": "C[C@@]12CNC[C@@]1(O)C2", "species": ["C", "C", "C", "N", "C", "C", "O", "C", "H", "H", "H", "H", "H", "H", "H", "H", "H", "H", "H"], "xyz": [[-1.97, 0.10, -0.40], [-0.71, 0.36, 0.35], [-0.32, -0.89, 1.12], [0.11, -1.76, -0.01], [0.74, -0.81, -1.01], [0.56, 0.60, -0.38], [1.78, 0.77, 0.31], [-0.33, 1.83, 0.11], [-2.14, -0.93, -0.56], [-1.85, 0.54, -1.37], [-2.88, 0.33, 0.11], [0.50, -0.60, 1.83], [-0.94, -1.44, 1.71], [0.90, -2.36, 0.33], [1.78, -1.01, -1.19], [0.15, -0.96, -1.86], [2.38, 0.46, -0.34], [0.28, 2.51, 0.72], [-0.94, 2.46, -0.54]], "nbo_charge": [-0.609, -0.116, -0.231, -0.627, -0.241, 0.177, -0.716, -0.358, 0.222, 0.204, 0.223, 0.191, 0.202, 0.361, 0.181, 0.204, 0.469, 0.241, 0.224]}

=====

{"formula": "C2H9N3O", "method": "the ωB97M-V functional and the def2-TZVPD basis", "homo_ev": -8.621, "homo_lumo_gap_ev": 9.5, "smiles": "[H]/N=C/N.NCO", "species": ["H", "N", "C", "N", "H", "H", "H", "N", "C", "O", "H", "H", "H", "H", "H"], "xyz": [[-2.02, -2.25, 0.59], [-1.18, -1.59, 0.46], [-0.20, -2.31, 0.05], [1.06, -1.90, -0.24], [-0.57, -3.33, -0.04], [1.24, -0.91, -0.42], [1.84, -2.59, -0.42], [-0.46, 2.15, -0.92], [0.33, 1.87, 0.30], [0.13, 0.92, 1.31], [-1.45, 2.24, -0.87], [-0.12, 2.87, -1.48], [0.38, 2.81, 0.75], [1.47, 1.68, 0.09], [-0.45, 0.33, 0.81]], "nbo_charge": [0.347, -0.751, 0.270, -0.828, 0.160, 0.413, 0.409, -0.891, 0.099, -0.715, 0.369, 0.370, 0.134, 0.122, 0.493]}

=====

{"formula": "C10H31O7", "method": "the ωB97M-V functional and the def2-TZVPD basis", "charge": 1, "homo_ev": -10.035, "homo_lumo_gap_ev": 7.5, "species": ["O", "H", "H", "H", "C", "C", "O", "O", "H", "H", "H", "H", "H", "H", "C", "C", "O", "O", "H", "H", "H", "H", "H", "H", "C", "C", "C", "O", "H", "H", "H", "H", "H", "H", "H", "H", "C", "C", "C", "O", "H", "H", "H", "H", "H", "H", "H", "H"], "xyz": [[-20.93, -26.47, -34.49], [-19.87, -26.54, -34.14], [-21.57, -27.19, -34.17], [-20.71, -26.49, -35.41], [-20.65, -24.33, -35.08], [-19.19, -24.75, -35.06], [-18.41, -23.84, -34.48], [-21.53, -25.46, -35.56], [-20.84, -23.40, -35.71], [-20.88, -24.17, -34.02], [-19.00, -24.93, -36.10], [-19.17, -25.58, -34.38], [-18.67, -23.45, -33.54], [-21.51, -25.51, -36.41], [-20.62, -29.26, -33.70], [-19.60, -28.80, -32.74], [-20.20, -27.59, -32.13], [-20.87, -28.36, -34.73], [-21.78, -29.62, -33.26], [-20.34, -30.20, -34.16], [-18.65, -28.45, -33.29], [-19.37, -29.47, -32.07], [-19.68, -27.10, -31.51], [-20.05, -28.30, -35.45], [-21.68, -28.24, -31.80], [-23.05, -28.18, -32.50], [-23.90, -27.02, -32.25], [-22.81, -28.43, -33.88], [-21.05, -28.85, -32.19], [-21.89, -28.61, -30.77], [-21.53, -27.19, -31.85], [-23.62, -29.17, -32.12], [-24.90, -27.04, -32.73], [-23.24, -26.18, -32.41], [-24.15, -27.01, -31.22], [-23.41, -29.19, -33.97], [-20.17, -28.52, -38.49], [-19.00, -28.98, -37.63], [-18.14, -27.84, -37.06], [-19.23, -29.87, -36.69], [-19.84, -28.31, -39.57], [-20.70, -27.58, -38.26], [-21.04, -29.16, -38.61], [-18.55, -29.63, -38.47], [-17.56, -27.70, -37.79], [-17.35, -28.16, -36.13], [-18.84, -27.03, -36.63], [-19.46, -30.74, -36.91]], "nbo_charge": [-0.848, 0.462, 0.606, 0.541, -0.114, -0.034, -0.698, -0.685, 0.234, 0.195, 0.194, 0.103, 0.499, 0.455, -0.151, -0.171, -0.768, -0.793, 0.264, 0.213, 0.214, 0.207, 0.500, 0.501, -0.531, 0.095, -0.650, -0.758, 0.156, 0.237, 0.174, 0.139, 0.239, 0.196, 0.234, 0.519, -0.668, 0.087, -0.586, -0.730, 0.234, 0.183, 0.240, 0.167, 0.219, 0.226, 0.154, 0.496]}

=====

{"formula": "C4H6N2O2", "method": "the ωB97M-V functional and the def2-TZVPD basis", "homo_ev": -9.437, "homo_lumo_gap_ev": 9.3, "smiles": "O=C/C(=N\\O)[C@H]1CN1", "species": ["O", "C", "C", "N", "O", "C", "C", "N", "H", "H", "H", "H", "H", "H"], "xyz": [[-1.19, 0.74, 2.11], [-0.65, 1.12, 1.10], [-0.10, 0.22, 0.02], [0.17, 0.72, -1.18], [-0.07, 2.02, -1.14], [0.02, -1.16, 0.24], [0.45, -2.02, -0.97], [1.35, -1.67, 0.11], [-0.51, 2.10, 0.74], [0.29, 2.41, -2.04], [-0.72, -1.68, 0.91], [0.75, -1.66, -1.98], [-0.07, -3.08, -0.96], [1.49, -2.52, 0.73]], "nbo_charge": [-0.494, 0.387, 0.040, -0.045, -0.546, -0.147, -0.252, -0.569, 0.141, 0.490, 0.230, 0.222, 0.187, 0.356]}